Entry 1:
{
  "formula": "C20H32N4O2S",
  "method": "ωB97M-V with the def2-TZVPD basis set",
  "species": ["C", "C", "N", "C", "C", "C", "C", "C", "C", "C", "N", "C", "C", "C", "H", "H", "H", "H", "H", "H", "H", "H", "H", "H", "H", "H", "H", "H", "H", "H", "C", "N", "C", "O", "C", "C", "C", "S", "C", "N", "C", "C", "O", "H", "H", "H", "H", "H", "H", "H", "H", "H", "H", "H", "H", "H", "H", "H", "H"],
  "xyz": [[-1.12, 0.05, 1.77], [-1.81, -0.17, 0.57], [-1.86, -1.38, 0.00], [-1.24, -2.40, 0.61], [-0.51, -2.27, 1.80], [0.15, -3.50, 2.38], [1.64, -3.31, 2.77], [1.92, -3.99, 4.12], [1.38, -5.44, 4.04], [-0.15, -5.44, 3.79], [-0.58, -4.04, 3.55], [-0.41, -3.27, 4.81], [1.09, -3.24, 5.18], [-0.45, -0.99, 2.38], [-1.12, 1.05, 2.20], [-2.32, 0.66, 0.09], [-1.31, -3.38, 0.14], [0.13, -4.26, 1.60], [1.91, -2.25, 2.83], [2.27, -3.75, 1.99], [2.98, -3.98, 4.36], [1.60, -5.97, 4.97], [1.89, -5.98, 3.23], [-0.67, -5.86, 4.66], [-0.39, -6.07, 2.93], [-0.98, -3.74, 5.62], [-0.80, -2.26, 4.71], [1.24, -3.71, 6.16], [1.43, -2.20, 5.26], [0.11, -0.82, 3.30], [-0.90, -0.17, -4.20], [-0.25, 1.14, -4.21], [-0.81, 2.25, -3.72], [-1.93, 2.26, -3.22], [0.04, 3.53, -3.72], [0.64, 3.82, -2.34], [1.57, 2.70, -1.85], [2.31, 2.97, -0.22], [0.84, 2.84, 0.82], [-0.75, 4.68, -4.16], [-0.66, 5.23, -5.37], [-1.63, 6.35, -5.67], [0.14, 4.87, -6.22], [-0.41, -0.84, -4.91], [-0.83, -0.60, -3.20], [-1.95, -0.07, -4.47], [0.66, 1.21, -4.63], [0.87, 3.38, -4.42], [-0.17, 3.96, -1.62], [1.22, 4.75, -2.39], [2.38, 2.59, -2.58], [1.02, 1.76, -1.82], [0.19, 3.70, 0.66], [1.14, 2.81, 1.87], [0.31, 1.93, 0.57], [-1.49, 4.99, -3.55], [-2.65, 5.99, -5.59], [-1.46, 7.17, -4.97], [-1.45, 6.71, -6.69]],
  "e_lumo_ev": 0.59,
  "smiles": "c1cncc([C@H]2CC3CCN2CC3)c1.CNC(=O)[C@H](CCSC)NC(C)=O",
  "e_tot_ha": -1549.01064,
  "gap_ev": 8.9830,
  "relative_energy_kj_mol": 49.8
}

=====

Entry 2:
{
  "formula": "C20H32N9ORuS",
  "method": "ωB97M-V with the def2-TZVPD basis set",
  "species": ["Ru", "S", "C", "C", "C", "C", "C", "N", "H", "H", "H", "H", "C", "N", "C", "C", "C", "N", "C", "C", "O", "H", "H", "H", "H", "H", "H", "H", "H", "H", "H", "H", "H", "C", "C", "N", "C", "C", "N", "H", "H", "H", "H", "H", "H", "C", "C", "C", "C", "N", "C", "N", "N", "N", "H", "H", "H", "H", "H", "H", "H", "H", "H", "H"],
  "xyz": [[0.30, -0.20, 1.26], [0.50, -1.35, 3.33], [2.09, -0.63, 3.18], [3.18, -0.86, 4.00], [4.39, -0.28, 3.63], [4.45, 0.50, 2.48], [3.31, 0.71, 1.73], [2.14, 0.15, 2.08], [3.08, -1.49, 4.86], [5.27, -0.45, 4.24], [5.39, 0.93, 2.17], [3.33, 1.32, 0.84], [-1.43, -3.93, 1.35], [-2.60, -3.20, 0.94], [-3.81, -3.98, 0.78], [-5.04, -3.12, 0.95], [-4.92, -1.90, 0.04], [-3.65, -1.23, 0.24], [-3.59, 0.16, -0.11], [-2.54, -1.87, 0.66], [-1.45, -1.25, 0.77], [-1.49, -4.17, 2.42], [-0.52, -3.34, 1.17], [-1.37, -4.87, 0.80], [-3.79, -4.79, 1.52], [-3.80, -4.46, -0.21], [-5.13, -2.81, 2.00], [-5.93, -3.69, 0.69], [-5.72, -1.19, 0.23], [-5.00, -2.21, -1.01], [-4.31, 0.73, 0.48], [-3.83, 0.29, -1.17], [-2.58, 0.54, 0.08], [-0.65, 3.19, -0.11], [-0.54, 3.04, 1.35], [-0.40, 1.88, 2.01], [-0.43, 2.19, 3.34], [-0.55, 3.55, 3.48], [-0.62, 4.06, 2.22], [-0.44, 2.25, -0.61], [0.02, 3.97, -0.48], [-1.66, 3.51, -0.38], [-0.39, 1.45, 4.11], [-0.57, 4.17, 4.36], [-0.71, 5.04, 1.99], [3.76, 1.46, -3.66], [2.64, 1.09, -4.63], [1.62, 2.20, -4.77], [1.97, -0.26, -4.25], [1.54, -0.28, -2.88], [2.17, -0.76, -1.79], [1.40, -0.51, -0.75], [0.32, 0.11, -1.22], [0.40, 0.25, -2.48], [4.34, 2.28, -4.06], [4.44, 0.63, -3.49], [3.35, 1.79, -2.70], [3.10, 0.92, -5.61], [0.99, 2.29, -3.87], [0.95, 2.02, -5.61], [2.11, 3.16, -4.93], [2.67, -1.08, -4.40], [1.09, -0.40, -4.88], [3.12, -1.26, -1.77]],
  "e_lumo_ev": [-12.62, -12.69],
  "e_tot_ha": -1841.41283,
  "gap_ev": [4.1485, 4.1383],
  "relative_energy_kj_mol": 229.8,
  "charge": 3
}

=====

no.,strongest force on any atom (eV/A)
1,1.8
2,3.3